The following is a quantum chemistry calculation of the ion CH3NO2P with charge -1 at a distorted geometry, from the Open Molecules 2025 dataset.

Element x y z (Å)
C: 0.711 -0.510 -0.010
N: 1.447 -1.130 0.753
O: -1.734 0.297 0.684
O: -0.559 1.911 -0.728
P: -0.359 0.962 0.723
H: 0.177 -0.921 -0.982
H: 1.742 -2.146 0.511
H: -1.426 1.538 -0.952

Spin multiplicity: 3
M (Da): 92.01
Energy above the lowest of the compared OMol25 structures with the same formula, charge and spin (eV): 0.214
Charge: -1
Max |F| (eV/Å): 7.6
LUMO level (alpha / beta) (eV): 4.611 / 2.833

=====

The following is a quantum chemistry calculation of the molecule CH3NO2S at a distorted geometry, from the Open Molecules 2025 dataset.

Element x y z (Å)
C: 2.007 0.767 0.144
N: -0.586 0.040 0.270
O: 2.762 1.674 -0.022
O: 0.050 2.131 1.408
S: 0.463 0.804 1.292
H: 2.075 -0.275 -0.245
H: -0.947 -0.877 0.250
H: -0.971 0.444 -0.577

M (Da): 93.11
Energy above the lowest of the compared OMol25 structures with the same formula, charge and spin (eV): 1.677
Max |F| (eV/Å): 5.0
LUMO level (eV): 0.118

=====

The following is a quantum chemistry calculation of the molecule CH3NO2S at a distorted geometry, from the Open Molecules 2025 dataset.

Element x y z (Å)
C: 1.080 -0.059 -0.001
N: 0.018 -0.962 -0.053
S: -1.464 -0.068 -0.083
O: -2.808 -0.645 -0.025
O: -1.359 1.397 0.002
H: 1.975 -0.713 -0.263
H: 1.191 0.288 1.063
H: 1.365 0.762 -0.640

SMILES: CN=S(=O)=O
M (Da): 93.11
Energy above the lowest of the compared OMol25 structures with the same formula, charge and spin (eV): 2.992
Max |F| (eV/Å): 6.6
LUMO level (alpha / beta) (eV): -1.075 / -1.075

=====

The following is a quantum chemistry calculation of a structure of composition CH3NO2S at a distorted geometry, from the Open Molecules 2025 dataset.

Element x y z (Å)
C: -0.240 -0.143 -0.452
N: 0.707 0.751 0.230
O: 0.652 1.939 -0.069
O: 1.424 0.229 1.046
S: -0.681 -1.657 0.396
H: -0.877 0.502 -1.047
H: 0.532 -0.514 -1.499
H: -1.515 -1.106 1.395

M (Da): 93.11
Energy above the lowest of the compared OMol25 structures with the same formula, charge and spin (eV): 3.608
Max |F| (eV/Å): 5.4
LUMO level (eV): -0.152

=====

The following is a quantum chemistry calculation of the molecule CH3NO2S at a distorted geometry, from the Open Molecules 2025 dataset.

Element x y z (Å)
O: 0.550 0.366 1.491
N: 0.974 0.045 0.422
O: 2.070 -0.016 -0.047
C: -0.151 -0.129 -0.648
S: -1.775 -0.502 0.122
H: -0.369 0.902 -1.201
H: 0.088 -0.918 -1.389
H: -1.387 0.253 1.251

SMILES: O=[N+]([O-])CS
M (Da): 93.11
Energy above the lowest of the compared OMol25 structures with the same formula, charge and spin (eV): 3.205
Max |F| (eV/Å): 4.4
LUMO level (eV): -0.008

=====

The following is a quantum chemistry calculation of the molecule CH3NO2S at a distorted geometry, from the Open Molecules 2025 dataset.

Element x y z (Å)
C: -1.068 -0.082 0.180
S: 0.673 -0.835 0.278
O: 1.301 -0.319 1.478
N: 1.086 0.219 -1.256
O: 1.994 0.988 -1.255
H: -1.057 0.558 -0.719
H: -1.147 0.477 1.147
H: -1.782 -1.007 0.148

SMILES: CS(=O)#[N+][O-]
M (Da): 93.11
Energy above the lowest of the compared OMol25 structures with the same formula, charge and spin (eV): 3.285
Max |F| (eV/Å): 2.3
LUMO level (alpha / beta) (eV): -0.774 / -0.778